Record 1
# C13H15NO6

C13H15NO6 in the gas phase in a non-equilibrium geometry (the ωB97M-V functional and the def2-TZVPD basis, the Open Molecules 2025 dataset).

```
35
Properties=species:S:1:pos:R:3:forces:R:3
O 2.83106 -3.34614 1.09101 -2.1 -0.8 -0.4
C -2.69487 1.29315 -1.06703 -1.3 -2.1 -0.1
O -1.67427 -1.47247 -0.49643 -1.7 -0.2 -0.8
C 1.17188 -0.76254 1.49616 -1.2 1.1 -0.8
C -0.77690 -0.85072 0.01493 1.8 -0.3 -0.4
H 2.22433 2.21658 1.37391 0.5 -0.1 0.6
N -0.46639 0.46604 -0.35469 0.1 0.2 0.9
H -1.24304 0.47928 -2.35547 -0.3 -0.8 1.1
C 1.20719 0.68649 1.29486 -0.4 -1.9 -1.2
H 1.86456 -1.22037 2.21132 -0.3 0.2 -0.3
C -0.70731 2.35663 -1.92012 1.4 0.7 1.3
H 0.62335 -3.29456 2.16835 -0.8 1.5 -0.3
H 0.48436 -4.91034 0.48612 -0.3 1.3 -0.1
H -1.19931 2.81253 -2.73590 -1.5 -0.2 -0.8
H -4.00840 1.27027 0.28387 -0.4 0.1 0.0
C 0.19580 -1.51509 0.85339 2.2 2.6 3.0
H -0.08437 -3.65190 -0.65422 0.3 0.0 -1.0
H 3.49996 -2.88810 0.62096 2.2 0.8 -0.2
H -0.14188 4.29157 -1.24133 -0.3 0.2 0.3
H 0.33913 3.10900 1.34230 0.2 0.4 -1.8
O -3.05122 1.35179 0.26100 1.0 0.2 -1.2
C 0.02132 -2.90734 1.29074 -0.2 -1.0 1.6
C 0.43268 2.79388 0.23835 -2.4 -0.4 1.0
H 0.26209 2.17167 -2.37829 0.5 -0.1 0.4
O -3.48508 1.25314 -1.97650 -0.3 0.8 0.7
H -1.03570 -2.99649 1.50592 -0.3 -0.6 0.0
C 2.00096 -3.46185 0.01434 -1.5 0.0 -2.7
C -0.60013 3.40198 -0.80679 1.8 -1.2 0.6
C 0.50241 -3.79781 0.22664 1.7 -2.6 0.1
O 2.38207 -3.22017 -1.12664 0.3 -0.2 1.9
C -1.25521 1.03224 -1.39531 -0.2 1.4 -1.7
H 1.36741 3.00620 -0.18642 1.7 0.8 -0.2
H -1.55719 3.61359 -0.35726 -0.3 0.2 0.1
C 0.39651 1.28741 0.37946 -0.4 -1.1 0.2
O 2.17422 1.40246 1.89876 0.5 0.8 0.4
```
Positions in Å, forces in eV/Å.

Its structure (SMILES) is O=C(O)CCc1cc(O)c2n(c1=O)[C@@H](C(=O)O)CCC2. For the HOMO energy, the calculation gives -0.2917 Eh. For the HOMO-LUMO gap, the calculation gives 8.4 eV.

Record 2
# C29H33IIrN6OS

A molecular structure, C29H33IIrN6OS (the ωB97M-V functional and the def2-TZVPD basis, the Open Molecules 2025 dataset).

```
72
Properties=species:S:1:pos:R:3:forces:R:3
C 0.76774 2.73284 0.48345 0.0 0.0 0.0
H -0.54482 2.81484 -1.67875 0.0 0.0 0.0
N 0.22374 0.90406 -1.92004 -0.1 -0.1 0.1
H -1.58559 -0.96231 -3.47595 0.0 0.0 0.0
H 1.40438 2.03726 -5.41005 0.0 0.0 0.0
C 1.22763 0.40403 -4.02551 0.0 0.0 0.0
Ir -0.47312 0.08805 -0.16314 -0.1 0.1 -0.3
H -0.31832 -2.96601 0.42436 0.0 0.0 0.0
I -2.50408 1.67711 3.04225 0.0 0.0 0.0
H 2.23571 1.17020 1.30181 0.0 0.0 0.0
N -0.16906 -1.03719 4.22559 0.0 0.1 0.5
C 3.64553 -1.86949 1.62410 0.0 0.0 0.0
H 0.65997 -2.06850 -3.14422 0.0 0.0 0.0
H 0.85445 5.43157 2.50108 0.0 0.0 0.0
H -5.82270 1.48708 -2.42872 0.0 0.0 0.0
C 3.49787 -0.49458 1.73352 0.0 0.0 0.0
H 2.03231 4.44367 0.49626 0.0 0.0 0.0
C 0.39768 2.60065 -3.59058 0.0 0.0 0.0
O -1.41299 -1.09419 1.40902 0.2 0.3 0.5
C -4.16859 0.11944 -2.49224 0.0 0.0 0.0
H -1.16116 -0.92488 2.35132 0.0 0.1 -0.7
H 4.25880 0.11903 2.19567 0.0 0.0 0.0
C 2.64947 -2.59198 0.98288 0.0 0.0 0.0
H -3.03716 -1.84290 0.40287 0.0 0.0 0.0
C 0.16139 -0.12252 5.13096 -0.1 -0.2 -0.2
H -1.06566 -3.16152 -2.39550 0.0 0.0 0.0
C -2.85590 -1.39402 1.37322 0.0 -0.1 0.0
H 1.84219 -1.61977 -1.93105 0.0 0.0 0.0
N -0.26783 2.00712 0.97943 0.1 0.0 -0.1
C -1.38369 -2.30396 -1.79750 0.0 0.0 0.0
C 2.36317 0.10342 1.22116 0.0 0.0 0.1
H -0.61984 -3.09919 4.27476 0.0 0.0 0.0
H -3.02130 -1.88360 3.46978 0.0 0.0 0.0
C -0.48518 3.75648 2.62512 0.0 0.0 0.0
H -2.50393 2.23506 0.14622 0.0 0.0 0.0
H -2.95267 -1.97054 -3.15039 0.0 0.0 0.0
N -0.16313 -1.67479 -1.22104 -0.1 0.0 0.1
C -4.84819 1.23243 -2.03277 0.0 0.0 0.0
H -4.60230 -0.50182 -3.26425 0.0 0.0 0.0
H -4.70203 2.91517 -0.68260 0.0 0.0 0.0
H 0.19360 3.61965 -3.88843 0.0 0.0 0.0
C 0.45730 -2.63384 -0.26295 -0.1 0.0 0.1
C -0.86881 2.54284 2.06390 -0.1 0.0 0.0
C -2.19483 -1.36089 -2.65775 0.0 0.0 0.0
S 0.27002 -0.69037 6.79411 0.0 0.2 0.0
H -0.22945 -3.04750 6.94546 0.0 0.0 0.0
C -0.01100 2.16018 -2.35204 0.0 0.0 0.0
H 0.35263 0.91396 4.88386 0.0 0.0 0.0
H -4.28758 -2.54631 2.45359 0.0 0.0 0.0
C -0.34372 -2.21085 4.82824 0.1 -0.1 0.5
H -1.02087 4.13521 3.48408 0.0 0.0 0.0
H -1.97432 -2.69398 -0.97231 0.0 0.0 0.0
H 2.73718 -3.66187 0.84386 0.0 0.0 0.0
H 1.28528 2.30318 -0.35752 0.0 0.0 0.0
H 4.52732 -2.36642 2.00772 0.0 0.0 0.0
C -2.91531 -0.21204 -1.99036 0.0 0.0 -0.1
C 1.05880 1.71695 -4.43562 0.0 0.0 0.0
C 0.77744 0.02519 -2.77406 0.0 0.0 0.0
H 0.83493 -3.50586 -0.80080 0.0 0.0 0.0
C -3.21870 -2.33375 2.49322 0.0 0.0 0.0
C 1.20283 3.94213 0.97594 0.0 0.0 0.0
C 0.84418 -1.39278 -2.30762 0.0 -0.1 0.0
H 1.68387 -0.32896 -4.67832 0.0 0.0 0.0
H -3.40954 -0.46151 1.42884 0.0 0.0 0.0
C -3.00193 1.63712 -0.59744 0.0 0.0 0.1
N 1.38863 -0.58959 0.60870 -0.2 0.0 0.1
C -4.23595 2.01911 -1.06793 0.0 0.0 0.0
C -0.13702 -2.20131 6.27280 -0.1 -0.1 -0.4
C 0.55809 4.48078 2.07676 0.0 0.0 0.0
C 1.54575 -1.92575 0.48622 0.0 0.0 -0.1
H -2.69516 -3.28737 2.40805 0.0 0.0 0.0
N -2.34517 0.53341 -1.01541 0.1 0.0 0.0
```
Positions in Å, forces in eV/Å.

For the HOMO energy (spin up / spin down), the calculation gives -0.7264 / -0.7263 Eh. For the HOMO-LUMO gap (spin up / spin down), the calculation gives 8.1 / 4.9 eV. The multiplicity is 2. The total charge is +4.

Record 3
# C22H36NO16S3

6 unconnected molecules or ions with the total composition C22H36NO16S3 in a non-equilibrium geometry (the ωB97M-V functional and the def2-TZVPD basis, the Open Molecules 2025 dataset).

```
78
Properties=species:S:1:pos:R:3:forces:R:3
O 3.81620 -3.73444 -0.93060 -0.1 0.1 0.0
H 2.15858 3.36737 5.29464 -0.2 0.0 0.0
H 8.52523 4.72588 4.26818 0.0 0.0 0.0
H -4.48212 1.79470 -0.45517 0.0 0.0 0.0
O 7.87442 8.52039 4.33171 0.0 0.3 0.1
N -4.96411 -3.67063 -4.42605 0.2 1.1 -0.3
H -2.03894 -4.29989 -2.60232 -0.4 -0.1 0.2
O -3.03903 -3.10154 -5.62513 -2.0 0.6 1.4
C 5.74299 2.20523 2.84210 0.0 -0.2 -0.1
H -6.34917 -4.34052 -0.37548 -0.2 0.3 0.0
H 1.71255 5.71323 4.86056 0.0 0.0 0.0
C 0.43044 4.26008 2.83342 0.3 0.0 0.2
H 1.45535 -1.69461 -1.72473 0.1 0.1 0.1
H 9.06966 4.85933 2.58341 0.1 0.1 0.0
C 7.33027 0.87570 1.94141 0.0 -0.1 0.0
O 8.90645 6.64780 3.62535 0.0 -0.1 0.0
H -6.71392 2.74582 -0.48135 -0.1 -0.1 -0.1
C 6.12105 0.91590 1.03121 0.1 -0.1 -0.2
O -0.50132 4.17631 2.10199 -0.3 0.0 -0.2
H 1.84128 -3.65436 -0.35281 0.0 0.0 0.0
H -4.52416 -5.41669 -2.51874 0.3 -0.1 -0.1
O 6.68177 6.74498 3.62824 0.0 -0.1 0.0
C -6.59661 1.82417 0.07940 0.0 0.1 0.1
C -6.28148 -3.50311 -5.07802 0.3 -0.2 0.1
C 2.08614 3.65288 4.24879 0.1 0.0 0.1
H 6.35274 4.73537 3.20948 0.0 0.2 0.1
H 6.93375 5.73265 1.85063 0.0 0.0 0.0
C -5.01504 -3.39488 -2.98508 0.3 -0.4 -0.1
C 2.38732 -2.22506 -1.90480 -0.2 0.0 -0.1
C 8.45433 5.31672 3.35344 0.0 -0.1 0.0
C -4.33927 -1.23852 -4.86582 0.1 -0.2 -0.3
O 5.17684 2.93203 3.59750 0.0 0.1 0.2
H -7.18577 1.88110 0.99434 0.0 0.0 0.0
H -4.29613 -0.91965 -3.83217 0.1 0.0 0.3
H -4.04371 -2.99238 -2.70416 0.0 0.1 0.0
H -4.77538 1.79234 1.29505 0.0 -0.2 0.1
H -1.92312 -6.39981 -0.79876 -0.1 0.3 -0.2
C 4.33604 -2.48993 -0.79742 -0.3 0.1 0.0
O 0.79112 3.31114 3.72457 0.0 0.0 0.1
H -5.74915 -2.64138 -2.72159 -0.3 0.2 0.0
H 5.79317 -0.05738 0.68322 -0.1 -0.1 0.1
O -5.20544 0.01016 0.29749 0.1 0.0 0.0
H 3.13228 5.52076 3.81264 0.0 0.0 -0.2
C -6.28680 -0.34815 -0.42423 -0.1 0.1 0.0
H -3.61772 -0.68254 -5.44352 0.2 0.2 -0.1
H 2.58289 -2.25238 -2.97805 0.0 0.0 0.0
C -5.33841 -4.54921 -0.69767 0.1 0.0 -0.5
C -4.43826 -3.50779 -0.06864 -0.4 -0.8 -0.1
H -6.80266 -4.44864 -5.10489 -0.2 -0.2 0.0
O 5.39264 -2.22739 -0.33492 0.4 -0.1 0.1
H 2.12182 -4.39325 -1.94649 0.2 -0.1 0.0
S -1.71101 -3.37499 -1.67417 0.5 0.0 0.0
H -5.33008 -0.99033 -5.22354 -0.3 0.0 -0.1
H -6.13274 -3.18282 -6.10070 0.0 -0.1 -0.3
H -6.20725 -5.07246 -2.56191 -0.2 -0.2 0.0
O -7.06232 0.70283 -0.69572 0.0 0.1 0.0
H 8.27129 1.01412 1.41792 0.0 0.2 0.1
C -5.25754 -4.67555 -2.21972 -0.4 0.1 0.0
H 2.84713 3.12574 3.67940 0.0 0.0 0.0
C -5.15026 1.45182 0.33503 0.0 0.2 0.0
O 5.12491 1.49906 1.88339 -0.1 -0.1 -0.1
H 6.27302 1.56768 0.16936 0.0 0.1 0.0
O 1.27999 5.30921 2.88358 0.0 0.0 0.0
H 7.38094 -0.03643 2.53622 0.0 0.0 0.0
C 2.13415 5.14918 4.02719 0.1 0.0 0.1
H -4.45846 -2.53732 -0.54459 0.2 0.2 -0.2
H -4.72597 -3.34997 0.96500 0.2 0.0 0.4
C 7.82626 7.41859 3.90506 0.0 -0.2 -0.1
C 7.02071 5.54474 2.92430 -0.1 -0.1 -0.1
C 2.43281 -3.60107 -1.26997 -0.1 0.0 0.0
S -2.68079 -3.97469 0.02768 0.3 0.5 0.0
O 3.46239 -1.55900 -1.24870 -0.1 0.0 -0.1
O 7.07350 1.98672 2.82527 0.0 0.0 0.0
O -6.50855 -1.47008 -0.77531 0.1 -0.1 0.0
H -6.90732 -2.76124 -4.58653 -0.1 0.2 0.2
C -4.04091 -2.71465 -5.02256 1.7 -0.8 -1.0
S -2.55697 -6.02372 0.32555 0.1 -0.3 0.2
H -5.09655 -5.52325 -0.29172 -0.1 -0.2 0.3
```
Positions in Å, forces in eV/Å.

For the HOMO energy, the calculation gives -0.4357 Eh. For the HOMO-LUMO gap, the calculation gives 6.9 eV. The total charge is +1.

It is found that the relative energy (zero: lowest compared OMol25 entry of this formula, charge and spin) values, taken in the order of the records, are 0.0, 33.4, 11.2 kcal per mole.